(1)
DFT (ωB97M-V/def2-TZVPD) results for a 12-piece molecular cluster, C32H75F3N24O14SSi overall.

Structure (XYZ):
```
150
C32H75F3N24O14SSi (ωB97M-V/def2-TZVPD)
C 4.57 -0.15 2.72
C 3.32 0.71 2.54
O 2.19 0.07 3.07
C 1.47 -0.63 2.05
C 0.51 0.31 1.34
Si -0.29 -0.33 -0.24
C 0.93 -0.60 -1.67
C 2.14 -1.53 -1.36
C 3.45 -0.72 -1.17
C 4.55 -1.10 -2.13
C 5.07 -0.12 -2.97
C 6.11 -0.39 -3.86
C 6.65 -1.67 -3.92
C 6.13 -2.66 -3.10
C 5.09 -2.38 -2.21
C -1.40 -1.82 0.07
C -0.70 -3.17 0.31
O -0.75 -4.01 -0.86
C -2.01 -4.54 -1.09
C -2.57 -4.10 -2.46
F -3.64 -3.28 -2.31
F -3.05 -5.16 -3.16
F -1.69 -3.47 -3.21
C -1.47 1.05 -0.84
C -0.70 2.40 -1.01
S -1.07 3.11 -2.66
C -2.74 3.57 -2.32
N -3.18 4.70 -1.87
N -4.55 4.52 -1.73
C -4.83 3.33 -2.08
O -3.71 2.65 -2.49
H 4.68 -0.38 3.79
H 4.52 -1.08 2.16
H 5.49 0.36 2.42
H 3.50 1.67 3.03
H 3.17 0.96 1.48
H 0.96 -1.44 2.57
H 2.24 -1.07 1.39
H 0.97 1.29 1.19
H -0.33 0.48 2.02
H 1.27 0.39 -1.98
H 0.35 -0.99 -2.51
H 2.25 -2.20 -2.22
H 1.97 -2.16 -0.49
H 3.84 -0.94 -0.16
H 3.27 0.35 -1.21
H 4.69 0.90 -2.97
H 6.53 0.37 -4.50
H 7.48 -1.90 -4.58
H 6.52 -3.67 -3.11
H 4.70 -3.15 -1.57
H -2.00 -1.60 0.96
H -2.11 -1.86 -0.76
H -1.26 -3.70 1.10
H 0.32 -3.09 0.67
H -2.76 -4.24 -0.35
H -1.97 -5.63 -1.10
H -1.85 0.72 -1.80
H -2.25 1.15 -0.08
H -1.09 3.10 -0.28
H 0.38 2.29 -0.91
H -5.77 2.81 -2.11
N -6.34 2.85 -5.33
C -7.46 2.35 -4.73
N -8.40 1.86 -5.58
O -7.62 2.35 -3.52
H -6.19 2.86 -6.32
H -5.63 3.23 -4.73
H -9.24 1.48 -5.17
H -8.30 1.84 -6.58
N -5.44 -6.46 -6.89
C -6.42 -6.15 -5.99
N -5.97 -5.82 -4.74
O -7.60 -6.16 -6.29
H -4.46 -6.46 -6.67
H -5.74 -6.71 -7.82
H -6.66 -5.58 -4.06
H -5.00 -5.81 -4.48
N 7.53 -0.57 -0.98
C 7.75 -0.97 0.31
N 9.07 -1.11 0.66
O 6.85 -1.18 1.10
H 8.27 -0.40 -1.64
H 6.58 -0.47 -1.28
H 9.27 -1.39 1.60
H 9.83 -0.95 0.03
N 4.36 1.64 5.85
C 5.51 2.36 5.63
N 6.07 2.93 6.73
O 5.99 2.47 4.51
H 3.95 1.53 6.75
H 3.95 1.20 5.04
H 6.91 3.47 6.60
H 5.68 2.85 7.65
N 9.72 3.01 0.81
C 8.92 3.47 -0.20
N 8.14 2.52 -0.79
O 8.92 4.64 -0.55
H 9.72 2.05 1.12
H 10.30 3.68 1.28
H 7.54 2.81 -1.54
H 8.14 1.55 -0.52
N -5.28 -0.21 -1.24
C -5.38 -0.18 0.12
N -6.50 0.44 0.61
O -4.53 -0.66 0.85
H -5.96 0.19 -1.86
H -4.47 -0.66 -1.63
H -6.60 0.49 1.60
H -7.20 0.86 0.03
N -9.61 -6.34 -3.81
C -10.92 -6.49 -3.47
N -11.76 -6.75 -4.52
O -11.32 -6.40 -2.32
H -9.26 -6.41 -4.75
H -8.96 -6.16 -3.07
H -12.73 -6.86 -4.31
H -11.45 -6.82 -5.47
N 4.76 7.57 7.37
C 4.45 6.33 6.88
N 4.77 6.13 5.57
O 3.93 5.47 7.56
H 5.18 8.30 6.83
H 4.53 7.75 8.33
H 4.58 5.22 5.18
H 5.20 6.82 4.99
N -3.63 -1.66 3.60
C -2.51 -0.92 3.86
N -2.07 -0.94 5.16
O -1.94 -0.28 2.99
H -4.11 -2.20 4.29
H -3.97 -1.65 2.65
H -1.25 -0.40 5.37
H -2.52 -1.46 5.89
N -12.40 -1.45 -4.19
C -11.53 -0.40 -4.09
N -10.93 -0.26 -2.87
O -11.31 0.36 -5.02
H -12.59 -2.09 -3.44
H -12.85 -1.59 -5.08
H -10.29 0.51 -2.76
H -11.09 -0.87 -2.09
N 8.97 6.77 7.70
C 9.22 5.44 7.89
N 10.07 5.15 8.92
O 8.72 4.58 7.19
H 9.36 7.50 8.26
H 8.35 7.01 6.95
H 10.27 4.18 9.09
H 10.48 5.84 9.51
```

Output
- Total charge: 0
- HOMO energy: -8.66 eV
- E: -125704.9309 eV
- Structure (SMILES): CCOCC[Si@@](CCCc1ccccc1)(CCOCC(F)(F)F)CCSc1nnco1.NC(N)=O.NC(N)=O.NC(N)=O.NC(N)=O.NC(N)=O.NC(N)=O.NC(N)=O.NC(N)=O.NC(N)=O.NC(N)=O.NC(N)=O

---

(2)
DFT (ωB97M-V/def2-TZVPD) results for C28H22I2N2O2Y as an isolated structure.

Structure (XYZ):
```
57
C28H22I2N2O2Y (ωB97M-V/def2-TZVPD)
Y 0.40 -0.33 0.05
I 6.07 -2.83 3.84
C 4.65 -1.74 2.79
C 4.62 -1.80 1.40
C 3.69 -1.03 0.74
I 3.22 -1.28 -1.29
C 2.82 -0.17 1.41
O 1.98 0.62 0.75
C 2.73 -0.27 2.80
C 1.46 0.25 3.40
N 0.31 -0.47 2.74
C 0.31 -1.91 3.08
C -0.56 -2.71 2.15
C -1.42 -3.69 2.62
C -2.14 -4.45 1.72
C -1.99 -4.21 0.36
C -1.13 -3.21 -0.03
N -0.43 -2.47 0.83
C 3.67 -1.03 3.49
H 5.30 -2.44 0.86
H 1.32 1.31 3.20
H 1.44 0.08 4.48
H -0.55 -0.06 3.09
H 0.01 -2.09 4.12
H 1.34 -2.27 2.98
H -1.51 -3.85 3.68
H -2.82 -5.21 2.07
H -2.54 -4.78 -0.38
H -0.99 -2.99 -1.09
H 3.62 -1.10 4.57
C -1.45 6.61 -0.44
C -1.94 5.68 0.47
C -1.59 4.34 0.35
C -0.73 3.92 -0.66
C -0.21 4.87 -1.54
C -0.58 6.20 -1.44
C -0.31 2.51 -0.82
C -0.97 1.37 -0.53
C -2.41 1.28 -0.17
C -3.39 1.96 -0.90
C -4.73 1.80 -0.60
C -5.13 0.95 0.43
C -4.18 0.25 1.15
C -2.83 0.41 0.84
H -1.72 7.65 -0.35
H -2.60 5.99 1.26
H -1.97 3.63 1.07
H 0.48 4.56 -2.32
H -0.18 6.93 -2.14
H 0.69 2.42 -1.24
H -3.09 2.62 -1.70
H -5.47 2.34 -1.17
H -6.18 0.84 0.66
H -4.48 -0.41 1.95
H -2.11 -0.14 1.43
O 0.08 0.32 -3.21
C -0.29 -0.26 -2.31
```

Output
- Total charge: +1
- HOMO energy: -10.25 eV
- E: -53708.0336 eV

---

(3)
DFT (ωB97M-V/def2-TZVPD) results for C10H18N3 as an isolated structure.

Structure (XYZ):
```
31
C10H18N3 (ωB97M-V/def2-TZVPD)
C -3.91 0.26 0.34
C -3.07 1.19 -0.22
C -1.92 -0.63 0.25
C -0.96 -0.22 -0.71
C 0.95 -2.78 -0.72
C 0.53 2.47 0.08
C 1.31 -1.30 -1.02
C 1.04 1.24 -0.79
C 0.63 -0.37 1.20
C 0.44 -0.15 -0.31
N -3.18 -0.94 0.50
N -1.79 0.78 -0.12
N 2.05 -0.01 1.59
H -4.96 0.27 0.46
H -3.26 2.21 -0.42
H -1.25 -0.41 -2.05
H 1.56 -3.60 -1.22
H -0.10 -2.98 -0.92
H 1.05 -2.97 0.40
H -0.59 2.62 0.04
H 0.94 3.39 -0.37
H 0.85 2.57 1.13
H 1.27 -1.27 -2.13
H 2.39 -1.26 -0.73
H 2.09 1.33 -0.99
H 0.53 1.30 -1.70
H 0.30 -1.21 1.78
H -0.06 0.41 1.53
H 1.91 0.98 1.71
H 2.72 -0.44 0.98
H 2.51 -0.48 2.43
```

Output
- Total charge: +1
- HOMO energy: -12.26 eV
- E: -15120.0153 eV

---

(4)
DFT (ωB97M-V/def2-TZVPD) results for C20H37AlBN5 as an isolated structure.

Structure (XYZ):
```
64
C20H37AlBN5 (ωB97M-V/def2-TZVPD)
Al -0.53 -2.87 1.12
B 0.59 -0.98 0.70
H 0.01 -0.99 1.61
H -0.11 -1.16 -0.10
H 1.15 -0.06 0.69
H 1.36 -1.74 0.72
C 3.57 -2.45 -2.49
C 2.62 -1.32 -2.14
C 1.18 -1.68 -2.46
C 0.59 -2.58 -1.34
N 0.12 -3.24 -0.48
H 4.59 -2.10 -2.30
H 3.41 -2.86 -3.48
H 3.34 -3.28 -1.82
H 2.99 -0.47 -2.71
H 2.72 -0.99 -1.10
H 1.07 -2.16 -3.43
H 0.56 -0.78 -2.42
C -0.03 0.52 -2.99
C 0.26 0.70 -1.44
C 1.58 1.56 -1.19
C 1.56 3.00 -1.46
N 1.52 4.14 -1.60
H 0.84 0.12 -3.51
H -0.35 1.52 -3.27
H -0.93 -0.09 -3.03
H 0.47 -0.30 -1.06
H -0.66 1.09 -1.01
H 2.30 1.07 -1.85
H 1.91 1.37 -0.17
C -4.04 -0.46 -2.25
C -3.74 0.07 -0.85
C -2.20 0.06 -0.47
C -1.73 -1.29 -0.33
N -1.36 -2.37 -0.21
H -3.88 -1.54 -2.23
H -3.43 -0.13 -3.08
H -5.02 -0.12 -2.57
H -4.27 -0.55 -0.12
H -3.88 1.12 -0.63
H -2.05 0.56 0.49
H -1.52 0.64 -1.10
C -0.75 1.81 1.41
C -2.00 1.76 2.34
C -1.80 0.54 3.26
C -1.81 -0.62 2.40
N -1.78 -1.60 1.77
H -0.23 2.75 1.26
H -1.04 1.42 0.43
H 0.07 1.21 1.82
H -2.79 1.56 1.62
H -2.16 2.71 2.85
H -2.70 0.34 3.84
H -0.95 0.51 3.94
N 1.80 0.33 2.03
C 0.82 0.09 3.00
C 1.12 0.91 4.05
C 2.30 1.61 3.73
C 2.70 1.21 2.50
H 1.64 0.01 1.09
H 0.00 -0.59 2.84
H 0.56 1.06 4.96
H 2.82 2.41 4.24
H 3.57 1.59 1.98
```

Output
- Total charge: +2
- HOMO energy: -14.00 eV
- E: -36021.8747 eV

---

(5)
DFT (ωB97M-V/def2-TZVPD) results for C27H34NO7Ti as an isolated structure.

Structure (XYZ):
```
70
C27H34NO7Ti (ωB97M-V/def2-TZVPD)
C 0.35 -0.82 -3.94
C 0.05 -1.43 -2.56
C -0.02 0.67 -3.86
C -1.01 0.75 -2.68
H -0.50 0.92 -4.81
H 0.87 1.30 -3.74
C -1.22 -0.68 -2.14
H 0.90 -1.21 -1.90
H -0.07 -2.52 -2.63
C -1.43 -0.52 -0.65
H -2.09 -1.17 -2.59
H -1.97 1.13 -3.03
C -0.58 1.55 -1.39
C 1.78 -1.06 -4.40
C -0.44 -1.50 -5.06
O -1.11 -0.92 -5.90
O 2.71 -1.31 -3.67
O 1.90 -0.98 -5.75
O -0.36 -2.84 -5.04
C -0.97 -3.42 -6.19
H -0.85 -4.50 -6.06
H -0.44 -3.08 -7.09
H -2.02 -3.12 -6.24
C 3.19 -1.38 -6.22
H 3.99 -0.82 -5.73
H 3.17 -1.16 -7.29
H 3.35 -2.45 -6.05
O -0.81 0.69 -0.21
H -1.03 -1.35 -0.05
H -2.52 -0.44 -0.46
C -1.45 2.81 -1.25
C 0.89 1.95 -1.31
H 1.16 2.67 -2.10
H 1.54 1.07 -1.38
H 1.07 2.42 -0.33
H -1.27 3.29 -0.28
H -2.51 2.56 -1.36
H -1.20 3.52 -2.05
Ti -0.07 -0.19 3.23
C -2.00 -0.39 4.63
C -2.44 -0.18 3.28
C -2.02 -1.31 2.50
H -3.09 0.62 2.93
C -1.29 -2.19 3.37
C -1.25 -1.60 4.68
H -0.79 -2.03 5.57
H -2.28 0.21 5.49
H -2.35 -1.53 1.49
H -0.93 -3.18 3.09
C 2.27 0.26 3.53
C 1.87 -0.69 4.52
C 1.48 -1.89 3.84
H 1.89 -0.55 5.60
C 1.57 -1.65 2.43
C 2.07 -0.32 2.23
H 2.37 0.11 1.28
H 2.78 1.21 3.73
H 1.25 -2.83 4.32
H 1.42 -2.38 1.64
O -0.19 1.76 2.53
C -0.16 2.22 3.73
C -0.17 3.64 4.21
C -0.13 3.47 5.73
C -0.09 1.97 5.99
O -0.05 1.37 7.04
N -0.09 1.34 4.74
H 0.71 4.18 3.83
H -1.08 4.13 3.85
H 0.76 3.93 6.16
H -1.02 3.89 6.21
```

Output
- Total charge: -1
- HOMO energy (spin up / spin down): -0.87 / -0.88 eV
- E: -67490.1257 eV

---

(6)
DFT (ωB97M-V/def2-TZVPD) results for a 9-piece molecular cluster, C9H36O9 overall.

Structure (XYZ):
```
54
C9H36O9 (ωB97M-V/def2-TZVPD)
C 8.46 6.00 18.05
O 8.06 7.32 18.36
H 8.90 6.01 17.04
H 9.19 5.61 18.75
H 7.66 5.26 17.95
H 7.09 7.37 18.39
C 8.61 10.29 15.97
O 8.99 11.67 16.08
H 7.60 10.27 15.58
H 9.26 9.75 15.26
H 8.78 9.77 16.92
H 9.90 11.67 16.38
C 3.54 10.81 20.35
O 4.36 9.67 20.08
H 3.47 11.02 21.42
H 3.88 11.66 19.77
H 2.48 10.62 20.10
H 4.12 9.02 20.75
C 5.48 7.34 23.86
O 6.36 8.41 23.64
H 4.73 7.34 23.05
H 5.97 6.37 23.72
H 4.95 7.34 24.81
H 6.98 8.20 22.93
C 7.76 9.40 20.76
O 7.54 8.04 21.09
H 8.23 9.54 19.79
H 6.80 9.93 20.65
H 8.28 9.88 21.58
H 7.39 7.57 20.25
C 9.80 8.48 24.29
O 10.12 7.15 23.89
H 8.82 8.58 24.77
H 10.55 8.77 25.02
H 9.82 9.11 23.40
H 9.68 6.95 23.06
C 7.18 13.19 18.77
O 7.24 13.43 17.37
H 6.59 12.31 19.05
H 8.22 13.13 19.11
H 6.81 14.06 19.31
H 7.81 12.75 16.97
C 6.86 12.05 23.81
O 5.62 12.29 23.18
H 6.99 10.99 24.09
H 7.69 12.17 23.10
H 7.10 12.76 24.61
H 4.94 12.05 23.81
C 4.28 6.16 18.73
O 5.21 7.22 18.62
H 4.01 5.67 17.79
H 4.67 5.42 19.42
H 3.34 6.51 19.19
H 4.74 7.98 18.26
```

Output
- Total charge: 0
- HOMO energy: -9.61 eV
- E: -28340.1891 eV
- Structure (SMILES): CO.CO.CO.CO.CO.CO.CO.CO.CO

---

(7)
DFT (ωB97M-V/def2-TZVPD) results for CH5O4P in the gas phase.

Structure (XYZ):
```
11
CH5O4P (ωB97M-V/def2-TZVPD)
C -0.74 0.27 -1.45
O -0.79 -0.39 -0.17
P 0.59 -0.55 0.53
O 1.52 -1.44 -0.08
O 0.17 -1.02 1.97
O 1.20 0.90 0.72
H -0.16 -0.29 -2.17
H -0.36 1.28 -1.36
H -1.75 0.33 -1.81
H -0.52 -0.42 2.31
H 0.84 1.33 1.51
```

Output
- Total charge: 0
- HOMO energy: -10.90 eV
- E: -18599.6785 eV
- Structure (SMILES): COP(=O)(O)O